A 13-piece molecular cluster, C31H85Cl12O36P9 overall in a non-equilibrium geometry, computed with the ωB97M-V functional and the def2-TZVPD basis.

Last column: Löwdin charge in e.
Positions of all 173 atoms, in Å:
Cl: 15.03118 -8.09419 17.31188  0.4549
Cl: 17.37405 -5.36266 14.88195  0.6356
Cl: 20.29389 -5.89411 14.91867  0.6601
Cl: 19.19167 -4.33599 18.60576  0.5032
Cl: 17.29077 -2.86780 20.30884  0.5641
Cl: 12.71962 -6.77716 16.05424  0.5707
Cl: 18.24417 -9.42800 19.53740  0.4749
Cl: 18.92223 -5.06939 21.43466  0.5132
Cl: 17.46659 -12.20669 19.78152  0.5290
Cl: 18.48620 -7.00204 17.00102  0.5394
Cl: 13.76176 -9.24438 15.04476  0.6128
Cl: 15.48315 -10.01470 20.00405  0.5100
P: 26.50721 -2.15379 14.87974  0.4837
P: 14.68829 -0.89049 15.78231  0.4726
P: 20.40226 -9.87510 14.35778  0.4595
P: 17.83691 -1.93716 9.55374  0.4763
P: 15.45808 -7.20078 11.35924  0.4754
P: 22.37173 -6.58312 10.31741  0.4549
P: 23.51849 -13.05815 19.02432  0.4999
P: 20.66496 -2.02864 14.69388  0.5157
P: 24.29249 -7.87663 18.66525  0.5579
O: 13.84670 -0.94295 17.00174  -0.2447
O: 24.56236 -6.41086 18.33015  -0.2731
O: 22.14693 -5.80579 9.09039  -0.2294
O: 22.71045 -8.16068 18.72305  -0.2353
O: 16.63033 -7.14560 10.47758  -0.2134
O: 14.18792 -8.02647 10.80157  -0.2010
O: 16.23923 -1.18433 16.12270  -0.2474
O: 14.80858 -5.74523 11.81990  -0.2369
O: 18.13015 -0.65672 8.58135  -0.2213
O: 24.42957 -14.06855 18.50806  -0.2201
O: 23.37390 -5.78062 11.30938  -0.2157
O: 16.85959 -1.59586 10.62105  -0.2409
O: 22.01086 -2.60301 14.26132  -0.2670
O: 19.32147 -2.28013 10.10771  -0.2535
O: 19.42696 -9.36659 13.41980  -0.2043
O: 19.43010 -2.91952 14.14068  -0.2932
O: 22.73916 -13.47543 20.37511  -0.2285
O: 14.71304 0.55331 14.98875  -0.2378
O: 20.38401 -1.89531 16.29313  -0.2466
O: 17.49975 -3.20484 8.62308  -0.2150
O: 15.72892 -7.87468 12.79952  -0.2466
O: 21.82003 -9.08283 14.47457  -0.2596
O: 19.89727 -9.97400 15.90232  -0.2546
O: 24.91723 -9.00008 17.59344  -0.2405
O: 24.24396 -11.60677 19.43003  -0.2371
O: 26.04485 -0.60783 14.87211  -0.2213
O: 23.09121 -8.07599 10.17737  -0.2246
O: 22.29825 -12.57097 18.00241  -0.2329
O: 26.24511 -2.98156 13.64488  -0.2609
O: 25.85663 -2.68980 16.25661  -0.2326
O: 20.32738 -0.54778 14.10415  -0.2281
O: 20.87450 -11.40797 14.03573  -0.2218
O: 21.07022 -6.82207 11.19928  -0.2304
O: 28.07484 -1.93864 15.29496  -0.2225
O: 24.85079 -8.43523 20.11788  -0.2290
O: 14.37527 -1.99872 14.61917  -0.2163
C: 21.41872 -1.53077 17.21985  -0.0877
C: 24.80507 -8.81677 16.16803  -0.0879
C: 24.17396 -8.19412 9.29931  -0.1384
C: 21.34580 -11.62594 18.46265  -0.1263
C: 13.44727 -8.32261 16.45936  -1.5203
C: 13.66748 -7.69318 9.57655  -0.1473
C: 17.20525 -4.49643 9.19421  -0.0774
C: 16.65866 -2.43567 16.70276  -0.1170
C: 28.84401 -3.10710 15.63739  -0.1005
C: 25.32990 -4.00041 16.44579  -0.1052
C: 19.06120 0.07750 14.31626  -0.0866
C: 15.17091 -1.83190 13.40629  -0.1012
C: 18.62628 -10.47804 16.22936  -0.1438
C: 16.17976 -9.21163 12.75313  -0.1534
C: 24.71685 -0.27018 14.71572  -0.1272
C: 18.39583 0.63296 9.16664  -0.0989
C: 18.67569 -6.45448 15.34012  -1.4720
C: 24.93984 -7.47737 21.18873  -0.1031
C: 19.88061 -7.35599 10.65357  -0.0970
C: 21.89302 -12.08168 14.80490  -0.0765
C: 17.10380 -10.58012 20.40677  -1.4278
C: 22.52654 -8.56474 13.35774  -0.0892
C: 22.92674 -4.55573 11.85438  -0.1121
C: 19.31389 -3.22203 12.78254  -0.1375
C: 13.57034 -5.72428 12.59022  -0.0888
C: 21.75058 -14.44979 20.44196  -0.1203
C: 18.04225 -4.45009 20.01843  -1.4533
C: 20.37372 -2.70671 9.30277  -0.1183
C: 21.78928 -7.59470 17.74395  -0.0930
C: 15.22424 1.74002 15.52002  -0.1165
C: 25.66621 -11.69188 19.69362  -0.1022
H: 21.80779 -15.10130 21.31393  0.0908
H: 22.16282 -8.99117 12.42287  0.0874
H: 15.93463 -3.24921 16.65765  0.0789
H: 28.20314 -3.98860 15.65573  0.0758
H: 16.96066 -2.36842 17.74793  0.0201
H: 13.19310 -8.51493 9.04008  0.0928
H: 14.43666 -7.31571 8.90277  0.0852
H: 19.55350 -6.82887 9.75732  0.0726
H: 15.84681 -0.97819 13.35681  0.0705
H: 21.25207 -2.04762 18.16493  0.0726
H: 24.48681 -7.81039 22.12252  0.0890
H: 16.35476 -4.90913 8.65159  0.0878
H: 24.70429 0.74235 14.31234  0.0946
H: 18.55713 -7.33471 14.70828  -0.0133
H: 17.23652 -10.51290 21.48656  0.0267
H: 13.62794 -5.05591 13.44932  0.0738
H: 24.32268 -6.61946 20.92188  0.0715
H: 26.31071 -12.43618 19.22594  0.0829
H: 13.35047 -6.66789 13.08959  0.0480
H: 21.28554 -10.77889 17.77930  0.0642
H: 15.80370 2.24137 14.74478  0.0880
H: 18.02534 -5.20858 9.10245  0.0740
H: 24.16091 -7.58588 8.39488  0.0884
H: 15.90042 1.47587 16.33311  0.0852
H: 25.71687 -11.97339 20.74542  0.0872
H: 20.19959 -2.94535 12.21063  0.0710
H: 20.02340 -8.38342 10.31874  0.0966
H: 15.83247 -2.68521 13.25700  0.0723
H: 21.94074 -4.26843 11.48923  0.0566
H: 24.26659 -4.01409 16.68510  0.0794
H: 20.40503 -2.31587 8.28574  0.0924
H: 21.52510 -12.86349 15.46936  0.0836
H: 18.04962 -10.90328 15.40795  0.0938
H: 14.43750 2.41669 15.85359  0.0914
H: 25.47946 -4.55485 15.51932  0.0784
H: 23.57568 -8.80765 13.52624  0.0874
H: 18.00564 -9.70067 16.67500  0.0189
H: 21.14990 -6.83205 18.18854  0.0497
H: 29.62091 -3.32901 14.90575  0.0845
H: 24.23124 -0.99182 14.05882  0.0778
H: 20.76510 -13.98421 20.45580  0.0825
H: 19.24502 1.12452 14.55723  0.0898
H: 24.09973 -9.21842 8.93405  0.0868
H: 12.87712 -6.94288 9.55476  0.0897
H: 19.07218 -7.34425 11.38460  0.0731
H: 22.40886 -6.99587 17.07639  0.0650
H: 29.41695 -3.02322 16.56087  0.0874
H: 18.26335 0.69372 10.24685  0.0790
H: 17.30067 -5.24104 19.90639  0.0132
H: 22.48940 -12.64044 14.08366  0.0921
H: 23.54398 -3.68006 11.65354  0.0988
H: 24.66970 -7.75797 15.94732  0.0802
H: 16.76528 -9.42351 11.85849  0.0888
H: 25.91212 -7.03477 21.40528  0.0907
H: 17.48184 -2.83409 16.10969  0.0365
H: 18.49045 0.03417 13.38864  0.0872
H: 24.26455 -0.25199 15.70729  0.0823
H: 25.91054 -4.40020 17.27712  0.0780
H: 21.33699 -2.37511 9.69043  0.0966
H: 23.93841 -9.34957 15.77671  0.0592
H: 16.87514 -4.32252 10.21837  0.0749
H: 25.69004 -9.19068 15.65313  0.0947
H: 19.14903 -4.29352 12.66934  0.0685
H: 22.47745 -11.35717 15.37203  0.0732
H: 21.42197 -0.44334 17.29450  0.0911
H: 20.35773 -3.78596 9.15088  0.0766
H: 18.63813 -11.18265 17.06092  0.0483
H: 20.36527 -12.09185 18.36475  0.0633
H: 21.48121 -11.18451 19.45003  0.0976
H: 25.15895 -8.11640 9.75958  0.0909
H: 19.30623 1.16366 8.88798  0.0865
H: 12.77388 -5.38610 11.92735  0.0914
H: 12.83122 -8.86661 17.17535  0.0224
H: 18.49348 -2.63082 12.37574  0.0697
H: 15.32905 -9.89122 12.70225  0.0682
H: 16.79305 -9.50963 13.60352  0.0686
H: 14.57093 -1.81291 12.49648  0.0886
H: 22.45234 -1.72905 16.93625  0.0697
H: 17.66219 1.30427 8.72030  0.0844
H: 21.91161 -15.11720 19.59536  0.0915
H: 26.02439 -10.67993 19.50445  0.0698
H: 22.56935 -7.47598 13.38717  0.0728
H: 22.86355 -4.68994 12.93424  0.0726
H: 21.18867 -8.38167 17.28784  0.0531
H: 18.53450 -0.34634 15.17127  0.0726

Charge ... 0
Electronic energy ... -12535.9967 Eh
Multiplicity ... 1